1.
{"formula": "CH3ClS2", "method": "ωB97M-V/def2-TZVPD", "elements": ["C", "S", "S", "Cl", "H", "H", "H"], "xyz": [[0.32, 0.08, -0.37], [-0.58, 1.52, -0.04], [-0.28, -1.50, -0.04], [2.54, 0.25, 0.45], [0.84, 0.10, -1.30], [-1.59, 0.76, 0.56], [-1.25, -1.22, 0.74]], "mol_weight_g_mol": 114.622, "e_lumo_ev": -0.87, "gap_ha": 0.321}

***

2.
{"formula": "CH3F", "method": "ωB97M-V/def2-TZVPD", "elements": ["C", "F", "H", "H", "H"], "xyz": [[0.07, 0.06, 0.01], [-1.27, -0.08, 0.05], [0.28, 0.87, 0.61], [0.65, -1.00, 0.46], [0.28, 0.15, -1.14]], "mol_weight_g_mol": 34.033, "e_lumo_ev": 1.17, "gap_ha": 0.473, "smiles": "CF"}

***

3.
{"formula": "CH3F2N", "method": "ωB97M-V/def2-TZVPD", "elements": ["C", "N", "F", "F", "H", "H", "H"], "xyz": [[-0.14, 1.13, 1.06], [0.21, -1.20, -0.64], [-1.26, 1.30, 0.46], [0.71, 2.00, 0.53], [-0.56, -1.54, 0.05], [-0.09, -0.48, -1.28], [1.12, -1.21, -0.19]], "mol_weight_g_mol": 67.038, "e_lumo_ev": 0.40, "gap_ha": 0.368}

***

4.
{"formula": "CH3F2N2P", "method": "ωB97M-V/def2-TZVPD", "elements": ["C", "N", "N", "F", "F", "P", "H", "H", "H"], "xyz": [[0.09, 0.77, -0.14], [0.64, 1.46, 0.74], [-0.05, -1.88, -0.51], [1.60, -0.32, -2.21], [2.38, -0.59, 0.09], [1.03, -0.65, -0.66], [-0.95, 0.53, -0.34], [-0.01, 2.09, 1.31], [0.34, -2.72, -0.45]], "mol_weight_g_mol": 112.019, "e_lumo_ev": 0.15, "gap_ha": 0.377, "smiles": "[H]/N=C/P(=N)(F)F"}

***

5.
{"formula": "CH3F2N3", "method": "ωB97M-V/def2-TZVPD", "elements": ["C", "N", "N", "N", "F", "F", "H", "H", "H"], "xyz": [[-0.38, 0.76, -0.09], [-1.60, 0.78, -0.10], [0.83, 1.27, -0.22], [0.32, -1.50, 0.69], [-2.28, -0.48, -0.06], [1.00, -1.64, -0.48], [0.96, 2.26, -0.30], [1.70, 0.65, -0.13], [-0.55, -2.10, 0.68]], "mol_weight_g_mol": 95.052, "e_lumo_ev": [-0.67, -0.61], "gap_ha": [0.296, 0.350]}

***

6.
{"formula": "CH3F2NO", "method": "ωB97M-V/def2-TZVPD", "elements": ["C", "N", "O", "F", "F", "H", "H", "H"], "xyz": [[0.84, -0.46, -0.45], [-0.99, 0.76, 0.45], [-0.51, -0.52, 0.20], [0.83, 0.32, -1.47], [1.29, -1.62, -0.80], [1.54, -0.05, 0.36], [-1.93, 0.79, 0.15], [-1.07, 0.78, 1.56]], "multiplicity": 3, "mol_weight_g_mol": 83.037, "e_lumo_ev": [0.79, -4.58], "s_squared": 2.004, "gap_ha": [0.176, 0.317]}

***

7.
{"formula": "CH3F3N2O", "method": "ωB97M-V/def2-TZVPD", "elements": ["C", "N", "N", "O", "F", "F", "F", "H", "H", "H"], "xyz": [[-0.86, 1.02, 1.09], [0.08, -0.78, -0.40], [0.65, -0.68, -1.55], [0.16, 0.87, 0.17], [0.80, -1.44, 0.63], [2.02, -0.39, -1.61], [0.57, -1.87, -2.27], [-1.71, 0.38, 0.85], [-1.20, 2.06, 0.98], [-0.52, 0.82, 2.11]], "mol_weight_g_mol": 116.042, "e_lumo_ev": -1.18, "gap_ha": 0.374}

***

8.
{"formula": "CH3F3NS", "method": "ωB97M-V/def2-TZVPD", "elements": ["C", "N", "F", "F", "F", "S", "H", "H", "H"], "xyz": [[-1.16, 0.38, 0.52], [-1.57, 0.84, -0.71], [-1.53, 0.28, -4.83], [-1.90, -1.00, -2.95], [-3.04, 1.06, -3.18], [-1.56, 0.55, -3.23], [-0.94, -0.70, 0.50], [-1.95, 0.27, 1.22], [-0.37, 1.08, 0.93]], "mol_weight_g_mol": 118.103, "e_lumo_ev": [-6.70, -7.07], "gap_ha": [0.302, 0.300], "total_charge": 1}

***

9.
{"formula": "CH3F3OP", "method": "ωB97M-V/def2-TZVPD", "elements": ["C", "O", "F", "F", "F", "P", "H", "H", "H"], "xyz": [[0.35, -0.23, -1.35], [0.71, 0.32, -0.07], [0.68, 0.84, 2.35], [-1.47, 1.01, 1.19], [-0.64, -1.20, 1.61], [-0.14, 0.21, 1.23], [1.03, -0.93, -1.84], [0.14, 0.67, -1.91], [-0.65, -0.69, -1.22]], "mol_weight_g_mol": 119.002, "e_lumo_ev": -4.87, "gap_ha": 0.497, "total_charge": 1}

***

10.
{"formula": "CH3F3Si", "method": "ωB97M-V/def2-TZVPD", "elements": ["C", "F", "F", "F", "Si", "H", "H", "H"], "xyz": [[-0.61, 0.63, -0.02], [-0.01, -1.98, -0.20], [-1.42, 0.30, -1.01], [-1.45, 0.67, 1.04], [0.81, -0.65, 0.09], [1.42, -0.52, 1.34], [1.68, -0.20, -1.01], [-0.42, 1.76, -0.23]], "mol_weight_g_mol": 100.115, "e_lumo_ev": 0.61, "gap_ha": 0.425, "smiles": "F[SiH2]C(F)F"}

***

11.
{"formula": "CH3FIN", "method": "ωB97M-V/def2-TZVPD", "elements": ["C", "N", "F", "I", "H", "H", "H"], "xyz": [[-0.19, 0.59, 0.36], [0.66, -0.33, -0.42], [0.10, -0.20, -1.70], [0.71, -2.32, 0.06], [0.29, 0.72, 1.33], [-0.53, 1.49, -0.12], [-1.06, 0.05, 0.49]], "mol_weight_g_mol": 174.944, "e_lumo_ev": -0.42, "gap_ha": 0.323, "smiles": "CN(F)I"}

***

12.
{"formula": "CH3FIN", "method": "ωB97M-V/def2-TZVPD", "elements": ["C", "N", "F", "I", "H", "H", "H"], "xyz": [[0.68, -0.22, -0.11], [-0.41, 0.61, -0.26], [-1.42, 0.67, 1.62], [-1.95, 0.12, -1.34], [1.07, -0.10, 0.85], [0.42, -1.30, -0.25], [1.61, 0.22, -0.51]], "mol_weight_g_mol": 174.944, "e_lumo_ev": [-2.44, -2.43], "gap_ha": [0.275, 0.276]}

***

13.
{"formula": "CH3FINS", "method": "ωB97M-V/def2-TZVPD", "elements": ["C", "N", "F", "S", "I", "H", "H", "H"], "xyz": [[0.73, -0.93, -0.59], [-0.38, -1.11, -1.28], [-4.00, -2.35, 0.56], [-3.02, -1.15, -0.11], [-4.43, 0.68, -0.08], [0.33, -0.50, 0.43], [1.41, -0.13, -1.06], [1.29, -1.92, -0.29]], "mol_weight_g_mol": 207.011, "e_lumo_ev": -1.72, "gap_ha": 0.259}

***

14.
{"formula": "CH3FIP", "method": "ωB97M-V/def2-TZVPD", "elements": ["C", "F", "P", "I", "H", "H", "H"], "xyz": [[0.71, 0.40, -0.22], [-0.61, -2.32, 1.25], [-0.75, -0.53, -0.76], [-2.44, 0.87, 0.13], [1.15, 0.93, -1.12], [1.41, -0.33, 0.11], [0.53, 0.98, 0.61]], "mol_weight_g_mol": 191.911, "e_lumo_ev": [-2.47, -2.49], "gap_ha": [0.284, 0.271]}

***

15.
{"formula": "CH3FNO2S", "method": "ωB97M-V/def2-TZVPD", "elements": ["C", "N", "O", "O", "F", "S", "H", "H", "H"], "xyz": [[0.99, -0.71, 1.16], [-0.76, -0.05, -0.91], [0.17, 1.86, 0.35], [-1.47, 0.37, 1.47], [2.01, -0.42, 0.29], [-0.27, 0.52, 0.67], [1.18, 0.93, 2.63], [-0.99, -1.03, -0.86], [0.02, 0.09, -1.53]], "mol_weight_g_mol": 112.105, "e_lumo_ev": [3.92, 3.94], "gap_ha": [0.295, 0.274], "total_charge": -1}

***

16.
{"formula": "CH3FO2S", "method": "ωB97M-V/def2-TZVPD", "elements": ["C", "O", "O", "F", "S", "H", "H", "H"], "xyz": [[0.92, -0.78, 0.48], [-0.61, 1.47, 0.14], [-1.49, -1.01, 0.20], [1.98, -0.04, -0.15], [-0.46, -0.09, -0.18], [-0.60, 1.74, 1.03], [0.87, -1.75, -0.05], [-0.61, 0.46, -1.46]], "mol_weight_g_mol": 98.098, "e_lumo_ev": 0.40, "gap_ha": 0.354, "smiles": "O=[S@@H](O)=CF"}

***

17.
{"formula": "CH3FO2S", "method": "ωB97M-V/def2-TZVPD", "elements": ["C", "O", "O", "F", "S", "H", "H", "H"], "xyz": [[-1.37, -0.02, -0.02], [1.66, 0.62, 1.25], [1.73, 0.74, -1.16], [1.43, -1.55, -0.02], [1.21, 0.13, 0.01], [-1.62, -0.83, 0.77], [-1.48, 1.01, 0.24], [-1.55, -0.09, -1.08]], "mol_weight_g_mol": 98.098, "e_lumo_ev": [-1.71, -1.71], "gap_ha": [0.325, 0.325]}

***

18.
{"formula": "CH3FOS", "method": "ωB97M-V/def2-TZVPD", "elements": ["C", "O", "F", "S", "H", "H", "H"], "xyz": [[1.22, 0.10, 0.54], [0.28, 0.50, -1.83], [-2.74, -0.31, 0.40], [1.29, 0.89, -0.89], [1.78, 0.60, 1.27], [-2.65, -0.98, -0.29], [0.82, -0.80, 0.80]], "multiplicity": 3, "mol_weight_g_mol": 82.099, "e_lumo_ev": [0.82, -2.56], "s_squared": 2.008, "gap_ha": [0.297, 0.292]}

***

19.
{"formula": "CH3FS2", "method": "ωB97M-V/def2-TZVPD", "elements": ["C", "F", "S", "S", "H", "H", "H"], "xyz": [[0.03, 0.27, 0.77], [-0.71, -0.52, 1.55], [-0.61, 1.32, -0.49], [1.37, -1.21, -0.24], [0.84, 0.86, 1.15], [-1.53, 0.57, -1.28], [0.61, -1.29, -1.45]], "mol_weight_g_mol": 98.167, "e_lumo_ev": 0.14, "gap_ha": 0.339, "smiles": "FC(S)S"}

***

20.
{"formula": "CH3HgLiO", "method": "ωB97M-V/def2-TZVPD", "elements": ["O", "C", "Li", "H", "H", "Hg", "H"], "xyz": [[0.06, 0.29, 0.10], [-0.58, -0.67, -0.48], [-0.84, 1.71, 0.88], [-0.24, -1.13, -1.41], [-1.45, -1.12, -0.01], [1.79, 1.30, -0.92], [1.27, -0.38, 1.84]], "multiplicity": 3, "mol_weight_g_mol": 238.565, "e_lumo_ev": [-1.19, -1.28], "s_squared": 2.006, "gap_ha": [0.168, 0.220]}

***

Which relative energy (zero: lowest compared OMol25 entry of this formula, charge and spin) belongs to each record? In order, 40.5, 15.3, 56.5, 14.1, 108.5, 50.6, 151.9, 68.8, 0.2, 125.8, 63.3, 111.9, 99.9, 58.4, 121.1, 85.3, 49.6, 13.4, 29.6, 0.0 kcal per mole.